Version P
{"formula": "CH4O2", "method": "wB97M-V/def2-TZVPD", "species": ["O", "O", "C", "H", "H", "H", "H"], "xyz": [[1.84180, -1.14749, -1.43915], [-3.49325, 2.56894, 0.53863], [2.44978, -1.76356, -0.56421], [2.23410, -2.85808, -0.53308], [-2.64777, 2.11231, 0.32669], [3.20811, -1.37937, 0.15882], [-3.59277, 2.46725, 1.51229]], "lowdin_charge": [-0.036, -0.091, -0.126, 0.078, 0.046, 0.083, 0.045], "orbital_gap_ev": 11.0, "homo_ev": -10.39}

Version Q
{"formula": "CH4O2", "method": "wB97M-V/def2-TZVPD", "species": ["O", "O", "C", "H", "H", "H", "H"], "xyz": [[-4.57935, 3.74623, -0.02430], [4.95707, -4.98550, -0.75064], [-3.46147, 3.70894, 0.41406], [4.33808, -4.24244, -0.72310], [4.63087, -5.65533, -0.13195], [-3.18846, 3.05871, 1.24731], [-2.69674, 4.36940, -0.03137]], "lowdin_charge": [-0.009, -0.070, -0.145, 0.034, 0.036, 0.074, 0.079], "orbital_gap_ev": 11.2, "homo_ev": -10.30}

Sorted by energy, starting with the most stable: version Q, version P.

Version P
{"formula": "C5H10N", "method": "wB97M-V/def2-TZVPD", "species": ["N", "C", "C", "C", "C", "C", "H", "H", "H", "H", "H", "H", "H", "H", "H", "H"], "xyz": [[-0.32789, -0.28475, 0.80476], [0.03445, -1.47562, 0.10142], [1.05975, 1.69443, -0.12306], [-0.11769, 0.68693, -0.36605], [0.03909, -0.59458, -1.26645], [-1.35974, -1.26607, 0.72906], [1.55145, 1.80393, -1.08543], [1.62351, 1.49443, 0.86119], [-2.13324, -0.95217, 0.02258], [-0.99356, 1.31431, -0.60961], [-0.83510, -0.92543, -1.80831], [-1.57953, -1.79551, 1.65755], [0.23322, 0.20651, 2.32321], [0.81826, 2.76488, 0.11903], [0.94929, -2.05968, 0.43214], [1.03771, -0.61162, -1.79204]], "lowdin_charge": [-0.108, -0.124, -0.037, -0.251, -0.016, -0.009, 0.081, 0.096, 0.140, 0.150, 0.109, 0.138, 0.418, 0.093, 0.180, 0.139], "orbital_gap_ev": 9.7, "total_charge": 1, "homo_ev": -15.78}

Version Q
{"formula": "C5H10N", "method": "wB97M-V/def2-TZVPD", "species": ["N", "C", "C", "C", "C", "C", "H", "H", "H", "H", "H", "H", "H", "H", "H", "H"], "xyz": [[0.01381, -0.18266, 0.13522], [0.95149, 0.14442, -0.90945], [1.20713, -0.39110, 0.97368], [-0.88347, -1.38756, -0.10810], [2.08368, -0.05111, 0.04013], [-0.82581, 0.90388, 0.56232], [-1.68615, 1.06595, -0.21286], [-1.10937, 0.65812, 1.49858], [3.07885, -0.05306, 0.10009], [-0.20053, 1.86207, 0.73288], [-1.30410, -1.46441, -1.09022], [-0.25881, -2.35985, 0.18903], [1.21884, 2.26518, -1.80694], [0.71624, -0.17095, -1.93906], [-1.77681, -1.38510, 0.59298], [1.07542, -0.70394, 1.94400]], "lowdin_charge": [-0.347, -0.045, 0.022, 0.035, 0.073, -0.017, 0.166, 0.062, 0.085, 0.148, 0.093, 0.161, 0.189, 0.122, 0.125, 0.126], "orbital_gap_ev": [9.3, 9.5], "total_charge": 1, "homo_ev": [-14.53, -13.78]}

Sorted by energy, starting with the most stable: version P, version Q.

Version P
{"formula": "C5H10N", "method": "wB97M-V/def2-TZVPD", "species": ["N", "C", "C", "C", "C", "C", "H", "H", "H", "H", "H", "H", "H", "H", "H", "H"], "xyz": [[-0.49894, 1.20057, 0.14150], [0.46469, 0.17943, -0.28526], [1.98632, 0.26556, -0.39453], [1.50346, -0.54944, 0.81411], [-1.88946, -0.92864, -0.11331], [-0.92282, 0.02658, -0.78285], [2.22606, 1.29829, -0.06634], [-0.69921, 0.89084, 1.09207], [-2.36372, -1.39988, -0.99360], [-1.31031, -1.61969, 0.48235], [1.35428, -1.55765, 0.90156], [1.74873, 0.00796, 1.66201], [-1.20713, 0.44731, -1.63351], [2.64067, -0.06530, -1.24765], [-2.63363, -0.33741, 0.50879], [-0.39901, 2.14147, -0.08535]], "lowdin_charge": [0.193, -0.241, -0.044, 0.034, 0.000, -0.115, 0.123, 0.174, 0.107, 0.084, 0.073, 0.086, 0.108, 0.137, 0.124, 0.157], "orbital_gap_ev": 12.0, "total_charge": 1, "homo_ev": -15.03}

Version Q
{"formula": "C5H10N", "method": "wB97M-V/def2-TZVPD", "species": ["N", "C", "C", "C", "C", "C", "H", "H", "H", "H", "H", "H", "H", "H", "H", "H"], "xyz": [[1.35949, 0.21645, 0.05791], [2.49853, -0.59924, -0.05113], [-0.02133, 0.22298, 0.55873], [-2.45875, 0.18757, -0.00739], [-1.10240, -0.49650, -0.18522], [0.86439, 1.34405, -0.18948], [2.81074, -0.91836, 0.94754], [-1.17374, -1.51792, 0.19976], [-0.85500, -0.55070, -1.24652], [-0.13057, 0.34191, 1.63035], [2.24545, -1.50401, -0.61027], [-2.77696, 0.16019, 1.03103], [-2.42528, 1.22390, -0.33384], [-3.20210, -0.33390, -0.60372], [3.30531, -0.06509, -0.55254], [1.06224, 2.28867, -0.64520]], "lowdin_charge": [-0.056, 0.029, -0.093, -0.079, -0.216, 0.243, 0.124, 0.127, 0.124, 0.153, 0.123, 0.084, 0.081, 0.086, 0.119, 0.151], "orbital_gap_ev": 11.2, "total_charge": 1, "homo_ev": -16.06}

Version R
{"formula": "C5H10N", "method": "wB97M-V/def2-TZVPD", "species": ["N", "C", "C", "C", "C", "C", "H", "H", "H", "H", "H", "H", "H", "H", "H", "H"], "xyz": [[-0.55278, 0.20108, 0.47674], [1.56328, 0.94084, -0.12629], [1.68742, -0.50340, -0.22434], [-1.72939, 0.19190, -0.38978], [0.37922, 1.32242, 0.30820], [0.29054, -1.03700, 0.27932], [-0.32310, -1.71580, -0.42409], [0.09713, 2.41871, 0.05322], [-0.82478, 0.30105, 1.48059], [0.59455, -1.55740, 1.18693], [-1.64172, 0.52357, -1.37597], [-2.59821, 0.88664, 0.10802], [2.37074, 1.59627, -0.33688], [2.43186, -0.89735, 0.45562], [1.89164, -0.89508, -1.27820], [-2.19252, -0.85145, -0.36823]], "lowdin_charge": [-0.145, -0.053, -0.132, -0.012, -0.051, -0.062, 0.156, 0.180, 0.205, 0.134, 0.084, 0.169, 0.125, 0.120, 0.157, 0.126], "orbital_gap_ev": 11.6, "total_charge": 1, "homo_ev": -14.82}

Sorted by energy, starting with the most stable: version R, version Q, version P.

Version P
{"formula": "C2H8N3S", "method": "wB97M-V/def2-TZVPD", "species": ["S", "N", "N", "N", "C", "C", "H", "H", "H", "H", "H", "H", "H", "H"], "xyz": [[-1.60368, 1.30240, 0.42340], [1.11430, 0.71492, 0.31339], [3.40817, 0.01697, 0.57094], [-4.07842, -0.72386, -0.18171], [-0.05081, 0.93789, 0.49362], [3.81575, 0.06970, -0.63749], [-4.15895, -1.41376, 0.58045], [2.13864, 0.33430, 0.56170], [-4.97854, -0.35185, 0.05452], [-3.29309, -0.03957, -0.04635], [3.12208, -0.47696, -1.26568], [4.66632, 0.47864, -1.06677], [4.03148, 0.33013, 1.32940], [-4.13326, -1.17895, -1.12941]], "lowdin_charge": [0.636, 0.136, 0.035, 0.271, -0.798, 0.026, 0.159, -0.039, 0.133, -0.026, 0.094, 0.074, 0.118, 0.181], "orbital_gap_ev": 8.7, "total_charge": 1, "homo_ev": -12.32}

Version Q
{"formula": "C2H8N3S", "method": "wB97M-V/def2-TZVPD", "species": ["S", "N", "N", "N", "C", "C", "H", "H", "H", "H", "H", "H", "H", "H"], "xyz": [[-2.14275, -1.08885, -0.05673], [0.87022, -1.29833, 0.52812], [1.60263, 0.40764, -0.81877], [-1.67071, 1.51495, 0.08226], [-1.24400, 0.31129, -0.22529], [0.97917, 0.02499, 0.28357], [-2.68732, 1.60231, 0.13121], [2.35685, 1.16098, -0.75344], [-0.92989, 2.21895, 0.12834], [0.97354, -1.96616, -0.16375], [1.92742, -0.35273, -1.43264], [0.19939, -1.57941, 1.27895], [-1.01460, -1.76313, -0.12466], [0.78006, 0.80752, 1.14283]], "lowdin_charge": [0.895, 0.070, 0.098, 0.053, -0.600, -0.306, 0.122, 0.166, 0.121, 0.088, 0.135, 0.131, -0.163, 0.189], "orbital_gap_ev": 9.2, "total_charge": 1, "homo_ev": -12.77}

Sorted by energy, starting with the most stable: version P, version Q.

Version P
{"formula": "H16NaO8", "method": "wB97M-V/def2-TZVPD", "species": ["Na", "O", "O", "O", "O", "O", "O", "O", "O", "H", "H", "H", "H", "H", "H", "H", "H", "H", "H", "H", "H", "H", "H", "H", "H"], "xyz": [[19.96796, 4.94888, -15.83997], [19.85483, 3.17792, -15.39619], [17.94378, 5.00069, -16.64519], [19.61007, 3.66831, -17.33002], [21.23681, 4.65802, -14.45272], [21.63851, 5.28851, -16.42967], [19.81666, 5.84360, -17.26308], [18.85806, 5.09946, -14.46400], [20.10093, 6.69371, -15.27875], [19.27829, 4.97220, -13.61345], [18.45751, 5.96691, -14.40640], [20.42404, 7.48934, -15.70160], [20.11694, 2.94885, -14.50454], [19.68222, 3.34910, -16.43051], [19.51588, 2.87613, -17.85898], [18.90402, 3.27761, -15.34871], [22.04625, 5.09077, -15.58652], [20.70097, 5.87908, -17.62776], [20.70900, 6.54265, -14.55510], [21.46250, 3.72783, -14.44491], [17.67051, 4.08371, -16.61862], [19.29676, 6.40379, -17.83939], [18.51354, 5.05919, -17.41212], [22.04509, 4.67577, -17.04243], [20.94596, 4.84191, -13.55952]], "lowdin_charge": [-0.066, 0.071, -0.030, -0.044, -0.045, -0.046, -0.134, -0.053, -0.028, 0.090, 0.123, 0.125, 0.153, -0.222, 0.115, 0.145, 0.048, 0.101, 0.086, 0.128, 0.074, 0.135, 0.023, 0.125, 0.126], "orbital_gap_ev": 9.6, "total_charge": 1, "homo_ev": -13.60}

Version Q
{"formula": "H16NaO8", "method": "wB97M-V/def2-TZVPD", "species": ["Na", "O", "O", "O", "O", "O", "O", "O", "O", "H", "H", "H", "H", "H", "H", "H", "H", "H", "H", "H", "H", "H", "H", "H", "H"], "xyz": [[0.05217, 0.28145, -0.35099], [-2.33346, 0.98751, 0.36898], [-0.28318, -1.60482, 1.56499], [1.25387, -2.21829, -1.05042], [0.44249, 0.98735, 3.19863], [0.33509, 0.31955, -2.83857], [0.00367, 2.84127, -0.45645], [2.18062, 0.53586, 0.76845], [-1.49792, -1.73424, -1.03775], [0.35512, -2.26963, 1.25897], [-0.60096, -1.92774, 2.41862], [-2.65903, 1.37307, 1.19078], [0.00971, 3.60073, -1.05054], [1.09774, 0.79423, -3.19429], [-1.59742, -1.95231, -0.09267], [0.44570, 3.15115, 0.34507], [2.73414, -0.25730, 0.81525], [1.01870, 0.60515, 2.51993], [-2.28425, -2.08737, -1.47280], [2.77451, 1.27265, 0.96642], [0.33548, -2.31665, -1.35946], [-0.45051, 0.88179, 2.85591], [1.68982, -1.68711, -1.72728], [0.10435, -0.33067, -3.51353], [-3.12649, 0.75436, -0.12726]], "lowdin_charge": [0.408, -0.032, -0.034, -0.049, -0.050, -0.028, -0.032, -0.036, -0.047, 0.061, 0.082, 0.063, 0.067, 0.072, 0.047, 0.060, 0.083, -0.010, 0.082, 0.086, 0.016, 0.018, 0.041, 0.070, 0.063], "orbital_gap_ev": 11.1, "total_charge": 1, "homo_ev": -14.16}

Version R
{"formula": "H16NaO8", "method": "wB97M-V/def2-TZVPD", "species": ["Na", "O", "O", "O", "O", "O", "O", "O", "O", "H", "H", "H", "H", "H", "H", "H", "H", "H", "H", "H", "H", "H", "H", "H", "H"], "xyz": [[-1.10006, 5.35210, -2.90678], [-3.01086, 4.09311, -1.78835], [-1.44475, 3.24129, -4.07837], [-0.92236, 5.31366, -6.24286], [-3.33016, 5.64320, -4.60515], [1.31570, 4.52690, -3.77862], [-2.89645, 7.07574, -1.86117], [-0.14929, 4.71079, -0.51646], [0.56536, 7.26226, -3.55329], [-0.88260, 6.20326, -6.61254], [1.38050, 7.62125, -3.17563], [1.69847, 3.96168, -4.46016], [-3.59306, 3.32348, -1.80592], [-3.52953, 4.79634, -1.36974], [-4.05961, 5.14023, -4.22034], [-2.90662, 7.77738, -1.19647], [0.26641, 3.84158, -0.57939], [-1.83635, 2.44164, -3.70994], [-3.74385, 6.29440, -5.18997], [-3.59077, 7.31635, -2.48795], [0.12749, 8.02382, -3.95432], [-0.67631, 2.94120, -4.58126], [-0.48529, 4.76206, 0.38580], [-1.65199, 5.32361, -5.59415], [1.54536, 5.42248, -4.05706]], "lowdin_charge": [0.424, -0.045, -0.045, -0.056, -0.036, -0.042, -0.032, -0.033, -0.030, 0.043, 0.079, 0.062, 0.067, 0.047, 0.068, 0.071, 0.061, 0.065, 0.079, 0.051, 0.071, 0.062, 0.058, -0.016, 0.024], "orbital_gap_ev": 10.9, "total_charge": 1, "homo_ev": -14.03}

Sorted by energy, starting with the most stable: version Q, version R, version P.